{"formula": "C5H11NO", "method": "ωB97M-V/def2-TZVPD", "elements": ["O", "N", "C", "C", "C", "C", "C", "H", "H", "H", "H", "H", "H", "H", "H", "H", "H", "H"], "coordinates": [[3.275, 1.226, -3.002], [-1.811, 0.431, 1.540], [0.634, 0.792, -0.081], [0.386, 1.003, -1.344], [-0.980, -0.649, 1.236], [0.123, -0.419, 0.487], [-1.253, -2.152, 1.754], [-0.980, -2.526, 2.747], [1.216, 1.440, 0.569], [2.253, 1.077, -3.323], [-2.421, -2.134, 1.903], [-0.158, 0.285, -1.873], [-0.958, -2.789, 0.912], [3.341, 2.123, -2.691], [-1.544, 1.402, 1.530], [-2.728, 0.317, 1.507], [0.905, 1.786, -1.978], [0.699, -1.212, 0.107]], "lowdin_spin": [0.002, 0.312, 0.048, 0.033, 0.158, 0.372, 0.014, 0.007, 0.012, 0.000, 0.003, 0.002, 0.000, 0.000, 0.007, 0.012, 0.004, 0.015], "e_homo_ev": [-14.1, -14.1], "gap_ev": [10.3, 6.5], "total_charge": 1, "molar_mass_g_mol": 101.15, "spin_multiplicity": 2, "lumo_ev": [-3.849, -7.584]}

=====

{"formula": "C20H36CuF2NOP", "method": "ωB97M-V/def2-TZVPD", "elements": ["Cu", "P", "F", "F", "O", "N", "C", "C", "C", "C", "C", "C", "C", "C", "C", "C", "C", "C", "C", "C", "C", "C", "C", "C", "C", "C", "H", "H", "H", "H", "H", "H", "H", "H", "H", "H", "H", "H", "H", "H", "H", "H", "H", "H", "H", "H", "H", "H", "H", "H", "H", "H", "H", "H", "H", "H", "H", "H", "H", "H", "H", "H"], "coordinates": [[-2.886, 1.772, 0.169], [-0.145, 0.506, -0.209], [-1.712, 3.435, -1.796], [-3.456, 4.393, -0.733], [-1.471, 0.969, -0.758], [-3.740, -1.057, 1.318], [0.076, -3.881, -1.752], [0.915, -0.157, 2.377], [-1.562, 0.744, 3.730], [1.194, 1.633, -0.732], [-0.425, -2.779, -2.669], [-1.555, 0.480, 2.226], [3.254, 1.290, -2.872], [-2.334, 3.603, -0.574], [1.040, 2.261, -2.127], [0.100, -1.414, -2.225], [1.808, 1.577, -3.250], [0.192, -1.210, -0.697], [-0.735, -2.213, 0.005], [-0.153, 0.651, 1.622], [2.634, 1.209, -0.430], [-0.399, -3.669, -0.319], [3.347, 0.501, -1.575], [-3.425, -0.013, 0.894], [0.390, -0.890, 3.609], [-0.459, 0.012, 4.493], [1.002, 2.476, -0.052], [-1.774, -2.001, -0.279], [-4.012, -1.959, 1.684], [-0.112, -2.974, -3.701], [-1.523, -2.771, -2.672], [-0.692, -2.093, 1.087], [-0.204, -1.758, 3.301], [1.407, 3.295, -2.069], [1.403, -0.884, 1.725], [1.219, -1.440, -0.391], [-2.254, 1.173, 1.744], [1.103, -1.295, -2.645], [-4.137, 2.483, 0.989], [0.375, -4.033, 0.368], [-1.941, -0.524, 2.025], [-1.455, 1.822, 3.906], [-1.288, -4.283, -0.128], [2.935, -0.501, -1.715], [3.742, 0.733, -3.679], [2.678, 0.579, 0.461], [1.789, 2.216, -4.141], [1.233, -1.287, 4.187], [-0.257, -4.861, -2.113], [1.173, -3.898, -1.774], [1.308, 0.651, -3.538], [0.189, 0.752, 4.980], [-2.541, 0.469, 4.140], [3.210, 2.113, -0.191], [4.402, 0.364, -1.311], [-0.902, -0.582, 5.301], [-0.521, -0.636, -2.683], [-1.633, 4.093, 0.133], [-0.018, 2.333, -2.403], [3.798, 2.236, -2.765], [0.094, 1.708, 1.792], [1.708, 0.533, 2.695]], "lowdin_charge": [-0.087, 0.844, -0.124, -0.143, -0.376, 0.106, -0.215, -0.201, -0.171, -0.330, -0.202, -0.275, -0.213, -0.443, -0.177, -0.192, -0.205, -0.339, -0.192, -0.309, -0.189, -0.198, -0.208, -0.156, -0.211, -0.207, 0.118, 0.110, 0.089, 0.109, 0.118, 0.089, 0.103, 0.123, 0.086, 0.106, -0.012, 0.089, -0.030, 0.106, 0.057, 0.110, 0.107, 0.091, 0.105, 0.088, 0.111, 0.106, 0.103, 0.110, 0.087, 0.105, 0.110, 0.118, 0.108, 0.101, 0.112, 0.039, 0.095, 0.111, 0.124, 0.112], "e_homo_ev": [-0.1, -0.1], "gap_ev": [2.6, 2.6], "total_charge": -1, "molar_mass_g_mol": 439.03, "spin_multiplicity": 1, "lumo_ev": [2.518, 2.518]}

=====

{"formula": "C3H2S", "method": "ωB97M-V/def2-TZVPD", "elements": ["S", "C", "C", "C", "H", "H"], "coordinates": [[-2.541, 0.316, -0.105], [1.441, 0.626, 0.009], [0.838, -0.426, -0.119], [-1.684, -0.898, 0.267], [1.796, 1.643, 0.349], [0.151, -1.260, -0.400]], "lowdin_charge": [0.681, -0.020, -0.108, -0.576, 0.049, -0.026], "e_homo_ev": -10.2, "gap_ev": 9.9, "total_charge": 0, "molar_mass_g_mol": 70.12, "spin_multiplicity": 1, "lumo_ev": -0.295}

=====

{"formula": "C6H7NO4", "method": "ωB97M-V/def2-TZVPD", "elements": ["O", "O", "O", "O", "N", "C", "C", "C", "C", "C", "C", "H", "H", "H", "H", "H", "H", "H"], "coordinates": [[-1.348, 2.614, -0.994], [-3.268, 1.023, -1.272], [2.832, 0.658, -0.288], [1.097, 0.932, -1.933], [0.327, 0.897, 0.478], [1.382, 0.848, -0.622], [-0.978, 0.271, -0.050], [0.865, -1.587, 1.144], [0.739, -0.002, 1.663], [0.700, -2.823, 0.449], [-1.911, 1.411, -0.840], [-0.087, 0.058, 2.514], [-1.539, -0.198, 0.882], [3.149, -0.192, -0.749], [-0.766, -0.559, -0.876], [0.369, -3.705, -0.285], [1.779, 0.348, 2.100], [-3.342, 0.005, -1.319]], "lowdin_charge": [-0.001, 0.000, -0.023, -0.005, -0.056, -0.276, -0.107, -0.070, -0.169, 0.051, -0.250, 0.140, 0.145, 0.142, 0.142, 0.066, 0.135, 0.135], "e_homo_ev": -10.1, "gap_ev": 10.1, "smiles": "C#CCN(CC(=O)O)C(=O)O", "total_charge": 0, "molar_mass_g_mol": 157.12, "spin_multiplicity": 1, "lumo_ev": -0.071}